Entry 1
ORCA calculation (ωB97M-V/def2-TZVPD) on C5H9NO2 in the gas phase.

Geometry (Å):
C  -0.777  -0.185  0.754
C  -0.072  1.598  -0.864
C  -0.330  -2.077  -0.917
N  0.111  0.914  0.393
C  0.185  -1.239  0.222
C  1.105  1.259  1.331
O  1.263  -1.445  0.769
O  1.008  1.103  2.519
H  1.822  1.967  0.880
H  -0.840  -0.229  1.843
H  -1.721  -0.131  0.212
H  0.721  2.336  -0.992
H  -0.011  0.901  -1.703
H  -1.042  2.107  -0.890
H  -0.747  -1.453  -1.703
H  -1.133  -2.715  -0.538
H  0.458  -2.711  -1.316

Values from the calculation:
- Kohn-Sham gap (eV) = 9.63
- SMILES = CC(=O)CN(C)C=O
- net charge = 0
- lowest unoccupied orbital energy (eV) = 0.7
- HOMO level (eV) = -8.9



Entry 2
ORCA calculation (ωB97M-V/def2-TZVPD) on a molecular structure, C5H9NO2.

Geometry (Å):
C  0.422  -1.502  1.949
C  1.793  0.541  -0.778
C  0.059  -0.585  0.858
C  0.527  0.153  -0.127
H  1.806  0.188  -1.811
H  0.072  -1.110  2.903
H  -0.048  -2.472  1.792
H  1.503  -1.619  1.975
H  2.643  0.116  -0.248
H  1.886  1.627  -0.794
C  -0.982  0.532  -0.451
N  -1.424  0.035  -1.702
O  -1.228  1.885  -0.262
O  -1.403  -0.283  0.630
H  -2.050  1.979  0.236
H  -2.423  -0.129  -1.709
H  -1.153  0.644  -2.462

Values from the calculation:
- Kohn-Sham gap (eV) = 9.52
- net charge = 0
- lowest unoccupied orbital energy (eV) = 0.9
- HOMO level (eV) = -8.6



Entry 3
ORCA calculation (ωB97M-V/def2-TZVPD) on a molecular structure, C5H9NO2.

Geometry (Å):
C  0.599  0.328  0.864
C  -0.261  -0.116  2.008
C  1.656  1.265  0.471
C  -0.098  -0.777  0.667
N  -0.218  -1.958  -1.413
C  -0.892  -1.300  -0.400
O  -1.386  0.365  -0.865
O  -0.906  1.212  -1.906
H  -1.278  2.066  -1.640
H  0.595  -1.456  -1.746
H  -0.810  -2.256  -2.177
H  0.168  -0.620  2.871
H  -1.142  0.484  2.227
H  -1.839  -1.759  -0.121
H  1.359  2.288  0.708
H  2.566  1.056  1.042
H  1.888  1.178  -0.590

Values from the calculation:
- Kohn-Sham gap (eV) = 8.30
- net charge = 0
- lowest unoccupied orbital energy (eV) = 0.6
- HOMO level (eV) = -7.7



Result of the stability comparison: entry 1 is the most stable of them.